DFT (ωB97M-V with the def2-TZVPD basis set) results for a cluster of 4 separate species, C5H14N2O3 in total at a distorted geometry.

Positions of all 24 atoms, in Å:
C 1.68634 -0.64659 1.00473
C 0.20003 -1.00064 0.95935
C -0.62255 -0.42779 -0.13383
C -0.37048 0.33166 -1.23130
N -1.55731 0.54420 -1.87442
C -2.48635 -0.21312 -1.21572
N -1.98632 -0.71881 -0.13343
H 2.09527 -0.66768 2.01458
H 2.02883 0.21437 0.44823
H 2.23686 -1.50824 0.60486
H 0.06406 -2.07250 0.84261
H -0.23472 -0.81797 1.93709
H 0.50165 0.79352 -1.65220
H -1.70534 0.97134 -2.77251
H -3.47115 -0.45064 -1.58683
H 0.87071 3.25129 0.61123
H 1.36859 1.83043 0.60379
O 1.67768 2.73572 0.44451
H 1.89550 -2.90352 -0.85523
H 1.00274 -3.07528 -2.07130
O 1.41618 -3.57740 -1.35391
H -2.09318 2.86270 2.21546
H -1.05533 1.84336 1.68837
O -1.46169 2.70156 1.50587

Lowest unoccupied orbital energy (alpha / beta) = 0.1281 / 0.1305 Ha
Charge = -1
Multiplicity = 2
Energy above the lowest of the compared OMol25 structures with the same formula, charge and spin = 0.0 kJ/mol
Maximum force = 1.62 eV/Å

Here are the Mulliken charges for atoms 1 to 8, given in e: atom 1 (C): -1.756, atom 2 (C): -0.664, atom 3 (C): 0.231, atom 4 (C): -1.635, atom 5 (N): 0.300, atom 6 (C): -1.234, atom 7 (N): -0.724, atom 8 (H): 0.025

DFT (ωB97M-V with the def2-TZVPD basis set) results for a structure of composition C28H26Br2F4HgN3O.

Positions of all 65 atoms, in Å:
Hg -0.42133 0.40632 1.07013
C 2.92627 1.34646 1.65908
C 3.35199 -0.05029 1.21209
N 2.33592 -0.73934 0.42495
C 2.63846 -0.76963 -0.99340
C 2.59273 0.61613 -1.62940
C 2.00930 -2.03516 1.02182
C 1.12510 -2.96755 0.20963
N -0.16453 -2.37934 -0.04162
C -1.06055 -3.02288 -0.75112
C -2.36615 -2.44568 -0.94544
F -2.62611 -1.24750 -0.38222
C -3.36705 -3.03800 -1.66141
F -4.56086 -2.40787 -1.78131
C -3.22667 -4.27792 -2.27581
C -1.99378 -4.87925 -2.10979
F -1.79275 -6.09588 -2.68170
C -0.96765 -4.31227 -1.39488
F 0.18809 -5.04209 -1.33293
H 3.70642 1.79001 2.28666
H 2.74470 1.99849 0.80532
H 2.00484 1.28269 2.23919
H 4.28947 0.01725 0.63603
H 3.57268 -0.63665 2.10951
H 3.62678 -1.23849 -1.18226
H 1.87498 -1.37343 -1.48070
H 3.39577 1.26481 -1.27144
H 2.70124 0.51711 -2.71213
H 1.63364 1.09085 -1.41314
H 2.92922 -2.60885 1.25399
H 1.49823 -1.82063 1.96072
H 1.65037 -3.24534 -0.71285
H 1.04196 -3.89265 0.80396
H -4.02039 -4.73395 -2.84624
Br 1.97282 4.62123 -2.54006
C 0.35812 4.91125 -1.56435
C -0.19719 6.17549 -1.56615
C -1.34276 6.41927 -0.84230
Br -2.07158 8.19849 -0.88997
C -1.95408 5.41051 -0.07453
C -3.09173 5.60540 0.73803
C -3.60530 4.56263 1.46130
C -2.98178 3.30967 1.37338
N -1.93050 3.09532 0.62255
C -1.39212 4.09421 -0.09373
C -0.18531 3.77432 -0.88523
O 0.31070 2.63882 -0.94838
H 0.26902 6.97214 -2.12966
H -3.54055 6.58902 0.78120
H -4.47324 4.69950 2.09521
H -3.35860 2.45474 1.92866
C -1.68711 -0.50612 3.44576
C -0.58808 -0.79356 4.28688
C -0.03764 0.18240 5.15493
C 1.08900 -0.07287 5.90596
C 1.71562 -1.31716 5.85170
C 1.17337 -2.30486 5.03209
C 0.04752 -2.05963 4.27459
H -2.17641 -1.30666 2.90724
H -2.27180 0.38687 3.62432
H -0.51159 1.15726 5.18924
H 1.49255 0.70277 6.54835
H 2.61478 -1.50683 6.42531
H 1.65425 -3.27632 4.98627
H -0.35647 -2.83156 3.62911

Lowest unoccupied orbital energy (alpha / beta) = 0.1435 / 0.1435 Ha
Charge = -2
Multiplicity = 2
Maximum force = 0.48 eV/Å

Here are the Mulliken charges for atoms 1 to 8, given in e: atom 1 (Hg): 0.614, atom 2 (C): -0.895, atom 3 (C): -0.941, atom 4 (N): 1.083, atom 5 (C): -0.617, atom 6 (C): -1.054, atom 7 (C): -0.749, atom 8 (C): -1.483

DFT (ωB97M-V with the def2-TZVPD basis set) results for a cluster of 11 separate species, C42H84Cl5N10 in total at a distorted geometry.

Positions of all 141 atoms, in Å:
C -2.69480 8.93340 -1.98291
C -1.95115 8.07136 -3.00346
C -1.81655 6.66021 -2.57056
C -0.96251 5.93431 -3.66556
N -0.91643 4.40572 -3.50828
C -0.51561 3.96491 -2.05922
C -0.02164 2.54109 -2.19573
C 0.77558 2.59473 -3.51895
C 0.16211 3.70118 -4.36061
C -2.25694 3.78287 -3.89785
H -2.67039 8.52545 -0.97243
H -3.74085 9.09835 -2.24108
H -2.21433 9.90781 -1.89463
H -0.97897 8.48889 -3.26549
H -2.50858 8.09129 -3.93993
H -2.79730 6.20767 -2.42417
H -1.32749 6.66425 -1.59644
H 0.06086 6.27707 -3.51280
H -1.28876 6.14110 -4.68483
H -1.37023 4.14693 -1.40761
H 0.33727 4.60979 -1.84748
H -0.79456 1.77284 -2.17384
H 0.72153 2.34941 -1.42175
H 0.62479 1.63220 -4.00774
H 1.83250 2.76428 -3.31335
H -0.22240 3.22138 -5.26063
H 0.93526 4.42797 -4.60983
H -2.94660 4.06859 -3.10361
H -2.13719 2.70060 -3.84830
H -2.48025 4.16145 -4.89531
C 1.88214 -1.78189 6.19884
C 2.49582 -3.00197 5.46670
C 2.49996 -3.02807 3.94977
C 3.22837 -4.25732 3.37148
N 3.25532 -4.31228 1.86464
C 1.86675 -4.44511 1.30011
C 1.91688 -5.00597 -0.08603
C 3.10577 -5.90213 0.01777
C 3.95524 -5.51156 1.26412
C 3.82495 -3.06453 1.23952
H 2.17759 -0.78348 5.87637
H 2.06248 -1.70147 7.27080
H 0.82641 -1.78576 5.92771
H 1.98051 -3.89962 5.80842
H 3.48749 -3.18262 5.88149
H 3.06200 -2.17165 3.57727
H 1.50666 -2.74047 3.60517
H 2.80131 -5.19229 3.73418
H 4.26327 -4.29661 3.71141
H 1.35647 -3.48502 1.37719
H 1.40611 -5.16741 1.97407
H 1.95460 -4.14304 -0.75087
H 1.05194 -5.64606 -0.26004
H 3.69305 -5.70076 -0.87814
H 3.08303 -6.98748 0.11584
H 4.91562 -5.14618 0.90046
H 4.09746 -6.29256 2.01106
H 3.97700 -3.24148 0.17478
H 4.80364 -2.93409 1.70129
H 3.28989 -2.14380 1.47208
C -9.69783 -5.87671 -0.75587
C -9.30036 -4.65088 0.18528
N -7.97828 -4.17280 -0.19729
C -7.49757 -3.88526 -1.48678
C -6.12910 -3.51272 -1.38501
N -5.92248 -3.35528 0.01477
C -7.05293 -3.68539 0.68870
C -4.76632 -2.97351 0.70215
H -9.39070 -6.85253 -0.37965
H -9.23148 -5.79740 -1.73787
H -10.76512 -5.97973 -0.95179
H -9.32348 -4.85316 1.25609
H -9.99428 -3.82430 0.03248
H -8.01781 -4.15204 -2.39485
H -5.30026 -3.35150 -2.05839
H -7.19531 -3.75994 1.75668
H -3.87037 -3.24308 0.14296
H -4.65564 -3.41785 1.69130
H -4.71503 -1.88889 0.79747
C 0.44540 3.25801 1.44506
C 0.28343 3.33937 2.95529
N -0.50135 2.26426 3.46133
C -0.01767 1.02387 3.77689
C -1.05409 0.22057 4.26788
N -2.24437 0.97655 4.18212
C -1.84626 2.20939 3.65546
C -3.59857 0.56733 4.58847
H 1.01916 2.37000 1.17987
H 1.05828 4.09398 1.10798
H -0.50812 3.35645 0.92622
H -0.15658 4.31082 3.18062
H 1.25234 3.39316 3.45169
H 1.02090 0.73183 3.72711
H -1.05415 -0.77027 4.69757
H -2.49109 3.07550 3.67672
H -3.52669 0.30834 5.64482
H -4.00997 -0.26128 4.01205
H -4.23804 1.44701 4.51542
C -2.80420 0.76051 0.34901
C -1.78362 -0.30475 0.79284
N -0.72226 -0.61351 -0.21012
C -0.94918 -1.31120 -1.39261
C 0.27514 -1.34870 -2.04746
N 1.24650 -0.83651 -1.21941
C 0.57975 -0.30058 -0.14201
C 2.65934 -0.74916 -1.44676
H -3.41296 0.86427 1.24721
H -3.48409 0.37233 -0.40937
H -2.33546 1.70898 0.08675
H -2.27257 -1.27383 0.89249
H -1.29175 -0.18165 1.75773
H -1.92703 -1.70494 -1.62749
H 0.54541 -1.84515 -2.96771
H 0.97785 0.03503 0.80418
H 2.78503 -0.11751 -2.32615
H 3.03118 -1.75351 -1.64948
H 3.11134 -0.29213 -0.56646
C 7.58420 -0.55713 -3.03999
C 6.14799 -0.53051 -2.50358
N 5.77280 0.81560 -1.99923
C 5.81153 2.00377 -2.73681
C 5.42351 3.08089 -1.94258
N 5.09973 2.55348 -0.71983
C 5.29984 1.22899 -0.76992
C 4.58696 3.21999 0.46076
H 7.65043 -1.05403 -4.00788
H 8.30359 -0.92852 -2.31018
H 7.83224 0.44246 -3.39692
H 6.03250 -1.32122 -1.76227
H 5.46682 -0.75662 -3.32394
H 6.01440 2.03237 -3.79720
H 5.22500 4.13847 -2.03486
H 5.10237 0.59780 0.08389
H 3.60785 2.80429 0.69880
H 4.64014 4.27482 0.19132
H 5.24251 3.05858 1.31651
Cl -1.71555 -3.30314 2.83388
Cl 3.21992 0.51069 2.41948
Cl 2.10554 -0.81838 -4.96516
Cl -2.72419 -4.33269 -2.63504
Cl 4.34914 -3.84423 -2.99045

Lowest unoccupied orbital energy = -0.0984 Ha
Charge = +1
Maximum force = 4.01 eV/Å

Here are the Mulliken charges for atoms 1 to 8, given in e: atom 1 (C): -1.281, atom 2 (C): -0.492, atom 3 (C): -0.276, atom 4 (C): -0.982, atom 5 (N): 0.559, atom 6 (C): -0.928, atom 7 (C): 0.567, atom 8 (C): -0.162

DFT (ωB97M-V with the def2-TZVPD basis set) results for a cluster of 2 separate species, C6H10N in total at a distorted geometry.

Positions of all 17 atoms, in Å:
C -2.14430 0.71957 -0.68081
C -1.73035 -0.64776 0.88805
C -1.34062 0.75909 0.38565
C 1.81413 0.84099 0.85920
C 1.05518 -0.91277 -0.89026
C 1.13475 0.43899 -0.36304
N -1.95604 -0.60569 -0.58911
H -2.63150 1.26301 -1.56390
H -0.96543 -1.37344 1.20903
H -2.65108 -0.76520 1.61005
H 1.39028 1.84752 0.93646
H 2.95390 0.82485 0.60745
H 1.66966 0.19001 1.66004
H 1.49554 -0.84838 -1.97573
H -0.09673 -1.15887 -0.89162
H 1.34759 -1.68612 -0.21750
H 0.65504 1.11419 -0.98396

Lowest unoccupied orbital energy (alpha / beta) = -0.1993 / -0.1993 Ha
Charge = +1
Energy above the lowest of the compared OMol25 structures with the same formula, charge and spin = 598.0 kJ/mol
Maximum force = 4.02 eV/Å

Here are the Mulliken charges for atoms 1 to 8, given in e: atom 1 (C): 0.064, atom 2 (C): -0.204, atom 3 (C): -0.101, atom 4 (C): -0.928, atom 5 (C): -0.912, atom 6 (C): -0.095, atom 7 (N): -0.294, atom 8 (H): 0.340

DFT (ωB97M-V with the def2-TZVPD basis set) results for a cluster of 2 separate species, C5H11O2 in total at a distorted geometry.

Positions of all 18 atoms, in Å:
C -2.83881 1.03242 -1.51672
C -1.99620 -0.20966 -1.82470
H -3.91150 0.87860 -1.40786
H -2.51093 1.38038 -0.53573
H -2.69706 1.83859 -2.22963
H -2.50903 -1.16258 -1.68347
H -1.25314 -0.27042 -1.02946
H -1.52427 -0.23122 -2.80372
C 1.34980 -0.77213 -0.03102
C 2.75187 -1.13113 0.51132
C 0.56893 0.15097 0.90766
O -0.46284 -0.28236 1.47211
O 1.05189 1.29914 1.04857
H 1.41457 -0.38214 -1.04806
H 0.83202 -1.73151 -0.11582
H 2.97426 -2.18394 0.39968
H 2.84700 -0.83814 1.56440
H 3.50533 -0.44627 0.10966

Lowest unoccupied orbital energy = 0.1513 Ha
Charge = -1
Energy above the lowest of the compared OMol25 structures with the same formula, charge and spin = 49.5 kJ/mol
Maximum force = 1.70 eV/Å

Here are the Mulliken charges for atoms 1 to 8, given in e: atom 1 (C): -0.910, atom 2 (C): -0.254, atom 3 (H): 0.280, atom 4 (H): 0.306, atom 5 (H): 0.249, atom 6 (H): 0.269, atom 7 (H): -0.275, atom 8 (H): 0.326